Entry 1:
Formula: C18H56N8O8
Source: the Open Molecules 2025 dataset
Level of theory: wB97M-V/def2-TZVPD

XYZ file:
```
90
Properties=species:S:1:pos:R:3
C -0.759 1.836 5.784
O 0.459 1.331 5.328
C 0.420 0.835 4.005
C 1.522 -0.174 3.732
C 1.143 -1.558 4.260
N 2.825 0.223 4.332
H -0.960 2.848 5.388
H -0.700 2.041 6.855
H -1.600 1.181 5.550
H -0.559 0.398 3.774
H 0.456 1.722 3.350
H 1.681 -0.197 2.651
H 1.112 -1.428 5.345
H 1.969 -2.243 4.071
H 0.228 -1.954 3.825
H 2.586 0.816 5.131
H 3.238 0.922 3.714
C -2.413 -0.114 1.813
O -1.670 -0.602 0.730
C -2.026 -1.905 0.306
C -1.381 -2.191 -1.033
C -2.007 -1.375 -2.152
N -1.397 -3.628 -1.310
H -3.505 -0.187 1.662
H -2.223 0.931 2.035
H -2.322 -0.780 2.685
H -1.647 -2.608 1.067
H -3.108 -2.089 0.334
H -0.336 -1.846 -0.971
H -3.087 -1.546 -2.181
H -1.549 -1.578 -3.120
H -1.875 -0.309 -1.976
H -0.881 -3.763 -2.176
H -0.777 -4.052 -0.621
C 1.877 -3.233 1.016
O 1.047 -4.236 0.482
C 1.401 -5.573 0.860
C 0.195 -6.494 0.619
C -0.051 -7.411 1.819
N 0.372 -7.380 -0.543
H 1.267 -2.337 1.158
H 2.767 -3.024 0.419
H 2.185 -3.500 2.037
H 2.242 -5.923 0.261
H 1.632 -5.519 1.929
H -0.722 -5.916 0.500
H -0.908 -8.051 1.615
H -0.164 -6.902 2.778
H 0.789 -8.089 2.021
H 0.922 -6.937 -1.267
H 0.834 -8.239 -0.279
C -1.375 6.429 -5.594
O -0.473 5.494 -5.069
C -0.832 5.052 -3.780
C -0.111 3.725 -3.533
C -0.718 2.550 -4.288
N -0.079 3.433 -2.090
H -1.043 6.730 -6.593
H -1.400 7.369 -5.030
H -2.372 5.999 -5.729
H -0.487 5.772 -3.022
H -1.917 4.929 -3.677
H 0.888 3.931 -3.943
H -0.875 2.859 -5.324
H -1.699 2.345 -3.852
H -0.057 1.690 -4.272
H 0.477 4.154 -1.631
H 0.480 2.593 -1.935
N -2.967 4.064 -1.176
C -3.505 2.904 -0.689
N -2.672 1.828 -0.848
O -4.568 2.817 -0.092
H -2.010 3.963 -1.510
H -3.336 4.941 -0.861
H -1.725 1.888 -1.178
H -3.089 0.950 -0.597
N 3.016 2.306 -0.222
C 4.061 1.742 -0.883
N 5.205 2.482 -0.950
O 4.006 0.632 -1.423
H 3.281 3.061 0.386
H 2.122 1.839 -0.112
H 5.355 3.318 -0.416
H 6.005 2.049 -1.371
O 0.519 1.099 0.492
H -0.434 1.233 0.448
H 0.612 0.232 0.897
O 1.450 0.708 -2.564
H 1.336 0.073 -3.276
H 2.389 0.627 -2.302
```

Summary:
- SMILES: COC[C@H](C)N.COC[C@H](C)N.COC[C@H](C)N.COC[C@H](C)N.NC(N)=O.NC(N)=O.O.O
- HOMO-LUMO gap: 0.3534 Ha
- Electronic energy: -1759.39042 hartree
- E_HOMO: -9.27 eV
- LUMO energy: 0.0127 Eh

Results of the Löwdin charge analysis, in e, for atoms 1 through 4: atom 1 (C): -0.115, atom 2 (O): -0.193, atom 3 (C): -0.216, atom 4 (C): -0.417

Entry 2:
Formula: C6H12N2O
Source: the Open Molecules 2025 dataset
Level of theory: wB97M-V/def2-TZVPD

XYZ file:
```
21
Properties=species:S:1:pos:R:3
C -3.226 0.169 -0.213
C -2.227 -0.507 0.346
C -0.580 0.227 0.389
N -0.550 1.563 0.671
C 0.184 -0.797 0.200
N 0.107 -2.089 -0.251
C 1.863 -0.201 0.146
C 2.161 0.490 -1.175
O 2.246 0.528 1.277
H -3.036 0.980 -0.906
H -4.270 -0.070 -0.043
H -2.450 -1.310 1.046
H 0.056 2.182 0.157
H -1.139 1.862 1.435
H -0.826 -2.475 -0.197
H 0.847 -2.696 0.074
H 2.426 -1.135 0.213
H 1.931 -0.185 -1.997
H 3.221 0.749 -1.232
H 1.564 1.394 -1.292
H 1.701 1.322 1.350
```

Summary:
- SMILES: C=C/C(N)=C(\N)[C@@H](C)O
- HOMO-LUMO gap: 0.3139 Ha
- Electronic energy: -420.44072 hartree
- E_HOMO: -7.59 eV
- LUMO energy: 0.0348 Eh

Results of the natural (NBO) charge analysis, in e, for atoms 1 through 4: atom 1 (C): -0.414, atom 2 (C): -0.261, atom 3 (C): 0.093, atom 4 (N): -0.874

Entry 3:
Formula: C27H39BrCl3NO8PdS2
Source: the Open Molecules 2025 dataset
Level of theory: wB97M-V/def2-TZVPD

XYZ file:
```
82
Properties=species:S:1:pos:R:3
C 4.968 -2.161 3.390
C 3.683 -3.003 3.877
O 2.888 -2.146 4.710
C 1.644 -1.795 4.127
C 1.673 -0.353 3.449
O 2.500 -0.493 2.272
C 2.561 0.705 1.493
C 1.760 0.443 0.157
C 0.234 0.982 0.187
C 0.036 2.375 0.796
Cl -0.495 2.444 2.546
C 0.227 3.654 0.278
C 0.682 3.853 -1.165
Cl -0.027 5.155 1.234
C -0.623 0.508 -1.098
C -1.057 -1.003 -0.730
C -2.075 -1.716 -1.702
C -3.393 -2.306 -1.067
C -3.195 -3.179 0.232
S -1.778 -4.331 0.169
O -1.547 -4.910 -1.140
O -0.619 -3.692 0.799
Cl -2.314 -5.896 1.439
C -1.970 1.308 -1.282
C -2.822 1.670 -0.052
C -3.432 0.759 0.916
C -4.237 1.169 2.087
C -4.504 2.618 2.381
C -3.968 3.570 1.429
C -3.149 3.155 0.227
C -2.752 4.357 -0.649
C 0.270 0.464 -2.439
Br -0.741 1.106 -4.061
C 0.777 -0.958 -2.910
C 1.726 -0.888 -4.202
C 2.323 -2.372 -4.310
N 3.775 -2.536 -4.135
O 1.625 -3.331 -4.520
O 1.446 1.302 -2.434
S 2.623 0.930 -1.378
O 3.498 2.066 -1.022
O 3.531 -0.156 -1.734
H 5.901 -2.594 3.844
H 5.013 -2.149 2.263
H 4.820 -1.096 3.717
H 4.118 -3.880 4.447
H 3.137 -3.444 3.004
H 1.253 -2.527 3.369
H 0.872 -1.740 4.948
H 0.637 -0.040 3.134
H 2.154 0.413 4.132
H 2.288 1.640 2.047
H 3.651 0.821 1.204
H 1.643 -0.683 0.091
H -0.153 0.294 1.007
H 1.784 3.708 -1.371
H 0.128 3.292 -1.961
H 0.501 4.980 -1.421
H -1.541 -1.042 0.296
H -0.151 -1.661 -0.568
H -2.335 -1.139 -2.641
H -1.520 -2.619 -2.110
H -4.113 -1.446 -0.899
H -3.899 -2.943 -1.853
H -4.125 -3.817 0.337
H -3.182 -2.548 1.170
H -1.680 2.309 -1.725
H -2.679 0.881 -2.046
H -3.338 -0.340 0.799
H -4.662 0.391 2.779
H -5.100 2.959 3.261
H -4.203 4.650 1.640
H -3.668 4.629 -1.267
H -1.905 4.216 -1.361
H -2.511 5.269 -0.020
H -0.021 -1.663 -3.262
H 1.348 -1.520 -2.108
H 2.609 -0.220 -4.086
H 1.153 -0.738 -5.151
H 3.925 -2.609 -3.117
H 4.216 -1.637 -4.383
Pd -0.116 6.275 -2.306
```

Summary:
- Net charge: +2
- HOMO-LUMO gap: 0.0630 Ha
- Electronic energy: -6586.67434 hartree
- E_HOMO: -13.48 eV
- LUMO energy: -0.4324 Eh

Results of the Löwdin charge analysis, in e, for atoms 1 through 4: atom 1 (C): -0.058, atom 2 (C): -0.215, atom 3 (O): -0.121, atom 4 (C): -0.169

Entry 4:
Formula: C5H10O2
Source: the Open Molecules 2025 dataset
Level of theory: wB97M-V/def2-TZVPD

XYZ file:
```
17
Properties=species:S:1:pos:R:3
C 1.294 0.455 1.203
O 1.032 0.844 -0.959
C 0.239 -0.174 -1.306
C 0.672 -1.458 -0.547
O 0.012 -0.891 0.644
C -0.956 -0.245 -0.292
C -1.585 1.021 0.217
H 1.221 -0.131 2.118
H 2.271 0.452 0.740
H 0.834 1.432 1.265
H 0.008 -0.276 -2.381
H 1.734 -1.631 -0.368
H 0.146 -2.380 -0.816
H -1.686 -1.033 -0.513
H -2.521 1.204 -0.320
H -1.811 0.956 1.288
H -0.904 1.856 0.028
```

Summary:
- HOMO-LUMO gap (spin up / spin down): 0.3097 / 0.3098 Ha
- Electronic energy: -346.79112 hartree
- E_HOMO (spin up / spin down): -8.17 / -8.17 eV
- LUMO energy (spin up / spin down): 0.0096 / 0.0096 Eh

Results of the natural (NBO) charge analysis, in e, for atoms 1 through 4: atom 1 (C): -0.172, atom 2 (O): -0.777, atom 3 (C): 0.090, atom 4 (C): -0.110

Entry 5:
Formula: C5H11O2
Source: the Open Molecules 2025 dataset
Level of theory: wB97M-V/def2-TZVPD

XYZ file:
```
18
Properties=species:S:1:pos:R:3
C -1.439 -0.337 0.525
C -0.955 -1.331 1.578
C -1.804 0.991 1.272
O -0.846 1.539 1.862
O -3.000 1.361 1.213
H -0.539 -0.015 0.011
H -2.249 -0.712 -0.098
H -0.135 -0.872 2.140
H -0.666 -2.323 1.234
H -1.706 -1.496 2.355
C 1.317 -0.130 -1.948
C 2.018 0.937 -1.087
H 1.553 0.088 -2.985
H 1.534 -1.134 -1.569
H 0.232 -0.152 -1.886
H 2.274 0.534 -0.110
H 2.947 1.194 -1.573
H 1.464 1.858 -0.935
```

Summary:
- Net charge: -1
- HOMO-LUMO gap: 0.2724 Ha
- Electronic energy: -347.63102 hartree
- E_HOMO: -3.77 eV
- LUMO energy: 0.1339 Eh

Results of the natural (NBO) charge analysis, in e, for atoms 1 through 4: atom 1 (C): -0.529, atom 2 (C): -0.607, atom 3 (C): 0.764, atom 4 (O): -0.805

Entry 6:
Formula: C4H3ClF2
Source: the Open Molecules 2025 dataset
Level of theory: wB97M-V/def2-TZVPD

XYZ file:
```
10
Properties=species:S:1:pos:R:3
C 0.962 -0.091 0.908
C 0.608 -1.127 1.719
C -0.571 -1.882 1.447
C -0.475 -3.690 -0.522
F 0.789 -3.790 -0.826
F -0.718 -4.768 0.209
Cl -1.971 -1.105 1.154
H 1.891 0.320 0.806
H 0.326 0.141 0.135
H 1.381 -1.604 2.430
```

Summary:
- HOMO-LUMO gap (spin up / spin down): 0.2960 / 0.3258 Ha
- Electronic energy: -813.88990 hartree
- E_HOMO (spin up / spin down): -7.81 / -10.43 eV
- LUMO energy (spin up / spin down): 0.0090 / -0.0576 Eh
- Spin multiplicity: 3
- ⟨S²⟩: 2.04

Results of the natural (NBO) charge analysis, in e, for atoms 1 through 4: atom 1 (C): -0.324, atom 2 (C): -0.357, atom 3 (C): -0.014, atom 4 (C): 0.670